[1]
{"formula": "C28H72BeO30S9", "method": "the ωB97M-V functional and the def2-TZVPD basis", "e_tot_ha": -6965.28923, "de_lowest_kj_mol": 11.7, "total_charge": 0, "orbital_gap_ev": 4.599, "elements": ["Be", "C", "O", "O", "O", "O", "S", "O", "O", "C", "C", "C", "H", "H", "H", "H", "H", "H", "H", "H", "O", "S", "O", "O", "C", "C", "C", "H", "H", "H", "H", "H", "H", "H", "H", "O", "S", "O", "O", "C", "C", "C", "H", "H", "H", "H", "H", "H", "H", "H", "O", "S", "O", "O", "C", "C", "C", "H", "H", "H", "H", "H", "H", "H", "H", "O", "S", "O", "O", "C", "C", "C", "H", "H", "H", "H", "H", "H", "H", "H", "O", "S", "O", "O", "C", "C", "C", "H", "H", "H", "H", "H", "H", "H", "H", "O", "S", "O", "O", "C", "C", "C", "H", "H", "H", "H", "H", "H", "H", "H", "O", "S", "O", "O", "C", "C", "C", "H", "H", "H", "H", "H", "H", "H", "H", "O", "S", "O", "O", "C", "C", "C", "H", "H", "H", "H", "H", "H", "H", "H"], "coordinates": [[-13.6059, 35.9029, -12.3022], [-11.2935, 35.1371, -10.6567], [-12.4152, 35.2208, -10.1900], [-11.2346, 35.5154, -11.8277], [-10.3605, 34.6307, -10.0195], [-8.5567, 29.0621, -11.7740], [-8.6554, 30.0569, -10.7174], [-9.6654, 29.9468, -9.6843], [-7.2183, 30.2638, -9.9900], [-6.0603, 30.4291, -10.8009], [-5.0236, 29.3224, -10.4806], [-8.8489, 31.7895, -11.3880], [-5.6054, 31.4031, -10.6204], [-6.2473, 30.4956, -11.8727], [-5.1361, 28.9447, -9.4644], [-4.0357, 29.6817, -10.7690], [-5.1595, 28.5138, -11.1988], [-8.4680, 32.5569, -10.7141], [-9.9195, 31.9160, -11.5493], [-8.3097, 31.8540, -12.3330], [-4.5357, 36.1886, -11.2612], [-5.6282, 35.6921, -10.4707], [-5.5431, 34.6270, -9.4683], [-6.1610, 37.0308, -9.7377], [-7.3763, 37.0661, -9.1000], [-7.1957, 37.1710, -7.5371], [-7.1654, 35.3908, -11.5365], [-8.0475, 36.2172, -9.2304], [-7.8196, 37.9597, -9.5392], [-6.6530, 38.0936, -7.3308], [-6.6556, 36.2817, -7.2122], [-8.1478, 37.2420, -7.0113], [-7.9946, 34.8862, -11.0407], [-6.7934, 34.7628, -12.3460], [-7.4521, 36.4085, -11.8017], [-17.1192, 34.7909, -9.4751], [-15.9843, 35.7907, -9.2434], [-15.2330, 36.3698, -10.3229], [-16.5708, 37.1141, -8.3676], [-17.3242, 36.9370, -7.1482], [-16.5992, 37.5769, -5.9300], [-14.8677, 35.0396, -8.0423], [-17.3439, 35.8728, -6.9133], [-18.3377, 37.3303, -7.2276], [-16.4308, 38.6220, -6.1898], [-15.7262, 36.9832, -5.6592], [-17.2828, 37.5496, -5.0814], [-14.3782, 35.9517, -7.7008], [-14.1303, 34.4849, -8.6225], [-15.3378, 34.4741, -7.2378], [-11.9453, 39.9556, -13.7628], [-11.2011, 38.6544, -13.7659], [-12.0625, 37.4620, -13.8646], [-10.1226, 38.6809, -15.0617], [-9.3101, 39.7970, -15.3812], [-10.2692, 40.9735, -15.7446], [-9.9743, 38.5679, -12.3974], [-8.7399, 39.5017, -16.2620], [-8.5947, 39.9317, -14.5700], [-11.0450, 40.5853, -16.4046], [-9.6390, 41.6335, -16.3408], [-10.6771, 41.5695, -14.9282], [-9.2833, 39.4010, -12.5257], [-9.4144, 37.6737, -12.6714], [-10.5336, 38.5556, -11.4619], [-14.6970, 31.7937, -8.0372], [-13.5629, 31.7714, -7.0933], [-13.5477, 32.6265, -5.8902], [-13.0879, 30.2118, -6.7464], [-11.8431, 29.9726, -6.1648], [-11.7972, 28.6508, -5.4386], [-12.0262, 32.2823, -8.0246], [-11.4950, 30.7929, -5.5371], [-11.1439, 30.0357, -6.9986], [-12.2934, 27.8804, -6.0290], [-12.2767, 28.6622, -4.4599], [-10.8325, 28.2029, -5.2000], [-12.2301, 33.2495, -8.4840], [-11.8594, 31.5718, -8.8342], [-11.1771, 32.4288, -7.3570], [-13.8610, 38.6746, -11.5130], [-13.1573, 39.5525, -10.5563], [-11.9617, 40.3608, -10.9200], [-14.2842, 40.4747, -9.8243], [-15.1819, 39.9951, -8.9205], [-16.1206, 41.1110, -8.6543], [-12.5734, 38.4367, -9.1931], [-14.7062, 39.6922, -7.9877], [-15.7935, 39.1815, -9.3106], [-15.4384, 41.9292, -8.4234], [-16.8497, 40.9001, -7.8719], [-16.6586, 41.2377, -9.5938], [-12.0799, 39.0431, -8.4336], [-11.8697, 37.8087, -9.7393], [-13.3270, 37.7541, -8.8004], [-9.4414, 32.7392, -5.7457], [-8.1277, 33.0320, -6.2344], [-7.4442, 34.2673, -5.8572], [-7.1173, 31.7503, -5.9719], [-7.5386, 30.4557, -6.3155], [-6.5251, 29.4397, -5.7897], [-8.1433, 33.0063, -8.1426], [-7.7360, 30.4024, -7.3862], [-8.4730, 30.3092, -5.7738], [-5.5834, 29.9563, -5.6044], [-6.4224, 28.6117, -6.4911], [-6.8032, 29.0161, -4.8246], [-8.8305, 32.2138, -8.4388], [-7.1519, 32.6930, -8.4696], [-8.2880, 34.0472, -8.4317], [-12.9647, 34.2550, -14.0279], [-12.6770, 33.7470, -15.3121], [-13.6734, 33.8938, -16.3346], [-11.1452, 34.1838, -15.8646], [-10.3154, 34.7969, -14.9054], [-8.9792, 34.5418, -15.4389], [-12.2613, 31.9801, -15.0584], [-10.4136, 34.4817, -13.8666], [-10.4724, 35.8755, -14.9090], [-8.6465, 35.1323, -16.2925], [-8.8913, 33.5769, -15.9381], [-8.2119, 34.6240, -14.6691], [-13.1909, 31.6166, -14.6204], [-11.4033, 31.9188, -14.3889], [-11.9551, 31.4365, -15.9522], [-12.8036, 37.2525, -6.3537], [-11.3951, 37.0690, -5.9946], [-10.4915, 38.1974, -5.8085], [-11.3344, 36.1537, -4.6132], [-12.3937, 35.2090, -4.2969], [-11.9661, 34.1832, -3.2593], [-10.6873, 35.8643, -7.2502], [-12.7361, 34.7228, -5.2104], [-13.2746, 35.7044, -3.8887], [-12.6445, 33.3313, -3.2132], [-11.8376, 34.6404, -2.2783], [-10.9448, 34.0057, -3.5964], [-11.3699, 35.0543, -7.5074], [-9.6924, 35.5996, -6.8922], [-10.5363, 36.4874, -8.1317]]}

[2]
{"formula": "C28H72O16S10", "method": "the ωB97M-V functional and the def2-TZVPD basis", "e_tot_ha": -6295.34835, "multiplicity": 2, "total_charge": -1, "orbital_gap_ev": [1.683, 8.637], "elements": ["C", "C", "C", "O", "C", "O", "O", "H", "H", "H", "H", "H", "H", "C", "C", "C", "O", "C", "O", "O", "H", "H", "H", "H", "H", "H", "C", "S", "O", "C", "H", "H", "H", "H", "H", "H", "C", "S", "O", "C", "H", "H", "H", "H", "H", "H", "C", "S", "O", "C", "H", "H", "H", "H", "H", "H", "C", "S", "O", "C", "H", "H", "H", "H", "H", "H", "C", "S", "O", "C", "H", "H", "H", "H", "H", "H", "C", "S", "O", "C", "H", "H", "H", "H", "H", "H", "C", "S", "O", "C", "H", "H", "H", "H", "H", "H", "C", "S", "O", "C", "H", "H", "H", "H", "H", "H", "C", "S", "O", "C", "H", "H", "H", "H", "H", "H", "C", "S", "O", "C", "H", "H", "H", "H", "H", "H"], "coordinates": [[2.4622, -1.5623, -4.2101], [1.3591, -2.5428, -4.3328], [0.1749, -2.1982, -5.2569], [-0.0179, -3.3238, -6.0642], [1.0822, -4.1027, -5.9723], [1.3238, -5.0315, -6.7367], [1.8492, -3.7282, -5.0179], [2.1000, -0.5817, -3.9014], [2.9864, -1.3319, -5.1376], [3.1690, -1.8217, -3.4219], [1.0253, -2.8142, -3.3313], [0.4839, -1.3043, -5.7988], [-0.6475, -1.9449, -4.5880], [4.3609, -1.6152, -0.6173], [5.3236, -0.5028, -0.9827], [6.6302, -0.8220, -1.6950], [6.3519, -0.5475, -3.0540], [5.2683, 0.1496, -3.1711], [4.7778, 0.6034, -4.2146], [4.6986, 0.3378, -1.9651], [4.6581, -2.1247, 0.2993], [4.3006, -2.2023, -1.5337], [3.4200, -1.2294, -0.2251], [5.5358, 0.0593, -0.0733], [6.7858, -1.8880, -1.5289], [7.4421, -0.1932, -1.3298], [-5.4529, 1.1761, -0.4652], [-5.8728, -0.3091, 0.5770], [-5.0008, -1.4254, 0.0422], [-4.9547, 0.2265, 2.1041], [-4.3740, 1.0891, -0.5934], [-5.6693, 2.0840, 0.0979], [-5.8086, 1.0849, -1.4915], [-5.6169, 0.7459, 2.7968], [-4.0915, 0.8205, 1.8039], [-4.6305, -0.7076, 2.5629], [0.4120, 0.3672, -0.9280], [0.0347, -0.2485, 0.8373], [0.4470, 0.8059, 1.8662], [-1.7828, -0.1700, 0.7317], [-0.0674, -0.1205, -1.7768], [1.4787, 0.3166, -1.1466], [-0.0353, 1.3537, -1.0496], [-2.3486, -0.5487, 1.5829], [-1.9796, -0.8539, -0.0939], [-2.1020, 0.8382, 0.4673], [-2.4944, -4.6973, -3.7157], [-2.7193, -3.5762, -2.3419], [-1.6734, -2.4751, -2.6419], [-4.3897, -2.8483, -2.8009], [-1.4942, -5.1302, -3.6985], [-2.5767, -4.1840, -4.6737], [-3.2722, -5.4481, -3.5768], [-5.2833, -3.4675, -2.7214], [-4.4624, -2.7327, -3.8823], [-4.4288, -1.8267, -2.4227], [-3.6087, -3.5510, 1.8093], [-2.1999, -3.7460, 2.9651], [-2.6666, -3.8262, 4.4001], [-1.5458, -5.4229, 2.5943], [-3.3885, -3.1752, 0.8101], [-4.4013, -3.0134, 2.3298], [-4.0190, -4.5584, 1.7387], [-1.5322, -5.5140, 1.5082], [-2.2126, -6.1403, 3.0727], [-0.5411, -5.5522, 2.9967], [0.4567, 4.7116, -2.4172], [1.3851, 4.1739, -3.9366], [2.0121, 5.4858, -4.4260], [2.6322, 3.0887, -3.0079], [0.9580, 4.5454, -1.4637], [-0.4794, 4.1581, -2.4912], [0.1271, 5.7488, -2.3556], [3.4629, 2.7437, -3.6235], [2.1081, 2.2190, -2.6117], [3.0275, 3.4723, -2.0673], [0.2862, 6.6755, 1.2249], [1.4831, 5.4272, 1.8753], [1.5566, 5.3384, 3.3833], [0.5776, 3.9044, 1.3846], [0.5665, 7.7017, 1.4625], [-0.6408, 6.4462, 1.7504], [0.1449, 6.6266, 0.1452], [0.3000, 4.0498, 0.3406], [-0.2960, 3.7652, 2.0214], [1.2265, 3.0374, 1.5082], [1.8950, -4.0079, 5.8820], [2.8104, -2.8449, 4.7933], [3.1022, -3.5519, 3.5109], [1.4421, -1.6886, 4.4309], [1.3429, -3.4116, 6.6085], [2.5866, -4.7281, 6.3192], [1.2338, -4.5027, 5.1706], [1.8545, -0.9361, 3.7587], [1.1236, -1.1807, 5.3412], [0.5686, -2.2110, 4.0407], [-1.5757, -0.0322, 4.2797], [-2.5041, 1.5979, 4.2952], [-3.6866, 1.2300, 5.1738], [-1.3304, 2.4167, 5.4783], [-1.5274, -0.4366, 5.2908], [-0.6225, -0.0735, 3.7527], [-2.2645, -0.7710, 3.8702], [-0.3159, 2.5001, 5.0886], [-1.1936, 1.8663, 6.4091], [-1.6433, 3.4221, 5.7602], [4.7784, 2.3692, 3.5292], [3.9646, 1.5611, 5.0510], [4.0514, 0.0410, 4.9216], [2.1853, 2.0036, 4.6579], [4.5925, 3.4410, 3.4595], [4.2892, 1.8655, 2.6955], [5.8611, 2.2434, 3.5340], [1.9180, 2.0882, 3.6046], [1.9364, 3.0020, 5.0176], [1.6092, 1.2540, 5.2004], [-2.1240, 3.1178, -5.0805], [-1.8996, 1.4967, -4.2441], [-1.2543, 1.9204, -2.9347], [-3.7044, 0.9882, -3.9477], [-1.9738, 3.9528, -4.3962], [-3.1587, 3.2920, -5.3757], [-1.5396, 3.4211, -5.9492], [-3.6844, 0.2906, -3.1104], [-4.2970, 0.4421, -4.6817], [-4.3194, 1.8572, -3.7139]]}

[3]
{"formula": "C28H73N5O12V", "method": "the ωB97M-V functional and the def2-TZVPD basis", "e_tot_ha": -3231.16500, "de_lowest_kj_mol": 0.0, "total_charge": -1, "orbital_gap_ev": 7.167, "elements": ["O", "V", "O", "O", "C", "C", "O", "H", "H", "H", "H", "C", "O", "C", "C", "N", "C", "C", "O", "C", "H", "H", "H", "H", "H", "H", "H", "H", "H", "H", "H", "H", "H", "H", "H", "C", "O", "C", "C", "N", "C", "C", "O", "C", "H", "H", "H", "H", "H", "H", "H", "H", "H", "H", "H", "H", "H", "H", "H", "C", "C", "C", "O", "C", "N", "H", "H", "H", "H", "H", "H", "H", "H", "H", "H", "H", "C", "C", "C", "O", "C", "N", "H", "H", "H", "H", "H", "H", "H", "H", "H", "H", "H", "C", "C", "C", "O", "C", "N", "H", "H", "H", "H", "H", "H", "H", "H", "H", "H", "H", "C", "C", "O", "H", "H", "H", "H", "H", "H"], "coordinates": [[-1.0893, -1.1550, 1.3129], [-1.3955, -0.8492, -0.1827], [-0.9691, 0.6600, -0.4948], [-3.6546, -0.6045, 0.0836], [-4.0292, -1.0827, -1.2086], [-3.2400, -2.2029, -1.9723], [-1.8406, -2.1013, -1.9120], [-3.8734, -0.2109, -1.8616], [-5.0954, -1.3332, -1.1917], [-3.6054, -2.3715, -2.9937], [-3.5705, -3.1728, -1.5613], [-0.7383, 7.8435, -6.1277], [-0.5225, 6.8886, -5.1045], [0.7316, 7.0567, -4.4386], [0.9573, 6.0026, -3.3881], [1.0228, 4.6616, -3.9622], [0.9260, 3.6755, -2.8621], [0.6420, 2.3290, -3.5496], [-0.6637, 2.3474, -4.0888], [-1.6710, 1.9232, -3.1599], [-1.7471, 7.9309, -6.5331], [-0.1729, 7.5643, -7.0231], [-0.4583, 8.8600, -5.8405], [0.8346, 8.0209, -3.9291], [1.5720, 7.0268, -5.1394], [0.2027, 6.1264, -2.6004], [1.8973, 6.2222, -2.8747], [0.2322, 4.4998, -4.5752], [-0.0124, 3.8358, -2.3216], [1.8087, 3.6661, -2.2259], [0.7997, 1.5755, -2.7717], [1.2912, 2.1524, -4.4086], [-2.6435, 2.0098, -3.6475], [-1.7470, 2.5201, -2.2515], [-1.5506, 0.8566, -2.9676], [1.9888, 2.1014, 0.0836], [2.6689, 1.3202, -0.9181], [4.0767, 1.2453, -0.7444], [4.6169, 0.5465, -1.9878], [4.6819, 1.4636, -3.1180], [5.1715, 0.7115, -4.2815], [5.1994, 1.5864, -5.5105], [3.9484, 2.2548, -5.6468], [3.6356, 2.7354, -6.9172], [2.3418, 3.1343, 0.0560], [2.1038, 1.7871, 1.1253], [0.9188, 2.0139, -0.0955], [4.3866, 0.7319, 0.1719], [4.6057, 2.2010, -0.6665], [3.9459, -0.2934, -2.2164], [5.5671, 0.0478, -1.7872], [3.8090, 1.9291, -3.3265], [4.4574, -0.1043, -4.4489], [6.1534, 0.2813, -4.0841], [5.3934, 0.9636, -6.3908], [6.0210, 2.3087, -5.5029], [4.1831, 3.6315, -7.2340], [2.6060, 3.0939, -6.9409], [3.7707, 1.9797, -7.6966], [2.5091, -3.1815, -1.2229], [1.7359, -2.4736, -0.1123], [2.5530, -1.9692, 1.0817], [3.0271, -3.0318, 1.8790], [3.9300, -2.6492, 2.8853], [1.0178, -1.3657, -0.7438], [3.1631, -2.4383, -1.6809], [1.8180, -3.6174, -1.9453], [3.0102, -4.0651, -0.8191], [1.0284, -3.2278, 0.2418], [1.8746, -1.3064, 1.6293], [3.4315, -1.3925, 0.7715], [4.3160, -3.5573, 3.3453], [3.3575, -2.0472, 3.5992], [4.7903, -2.0405, 2.5906], [1.7182, -0.7051, -1.0762], [0.6298, -1.6825, -1.6318], [-0.3701, -3.9755, 4.3357], [-0.5101, -5.3545, 3.6661], [-1.4436, -5.2969, 2.4491], [-2.7048, -4.7730, 2.7967], [-3.4984, -4.2213, 1.7660], [0.8045, -5.8404, 3.2229], [0.2384, -3.9487, 5.2420], [-1.3881, -3.6206, 4.4995], [0.1647, -3.2958, 3.6705], [-0.9539, -5.9998, 4.4262], [-1.5263, -6.2936, 2.0066], [-1.0234, -4.6168, 1.6990], [-3.0508, -3.3665, 1.2360], [-4.4123, -3.9162, 2.2724], [-3.7261, -5.0234, 1.0565], [1.4575, -5.1550, 2.8656], [1.2645, -6.1299, 4.0811], [-3.4974, -1.1630, 4.3507], [-4.9971, -1.3229, 4.0284], [-5.9232, -1.1832, 5.2039], [-5.5431, -2.1981, 6.1127], [-6.4143, -2.2577, 7.2213], [-5.2679, -0.3852, 2.9350], [-2.9030, -0.9266, 3.4686], [-3.0924, -1.9845, 4.9422], [-3.3266, -0.3193, 5.0285], [-5.3058, -2.3116, 3.6652], [-6.9661, -1.2738, 4.8803], [-5.8320, -0.1453, 5.5517], [-6.3553, -1.3096, 7.7591], [-6.1012, -3.0864, 7.8590], [-7.4225, -2.5649, 6.9258], [-6.1102, -0.5904, 2.4090], [-4.5592, -0.4935, 2.2150], [-0.0837, 0.0218, 3.9987], [0.6758, 1.0683, 4.8142], [-0.1773, 2.1286, 5.1665], [0.6052, -0.6542, 3.4933], [-0.6742, 0.5775, 3.2672], [-0.8342, -0.6117, 4.4713], [1.6208, 1.3769, 4.3664], [1.0298, 0.4969, 5.6842], [-0.6564, 1.8474, 5.9494]]}